64
Properties=species:S:1:pos:R:3 method="wB97M-V/def2-TZVPD" lumo_ev=2.3989 homo_energy_ev=-4.80 charge=-1 orbital_gap_ev=7.202 multiplicity=1
C 3.942 -0.134 -2.847
C 2.654 0.341 -2.171
C 2.631 1.873 -2.100
C 2.427 -0.259 -0.770
C 3.658 -0.121 0.136
C 1.984 -1.709 -0.927
O 1.557 -2.384 0.239
P 0.021 -2.437 0.929
C -0.593 -4.061 0.018
Cl -0.054 -5.470 1.014
C -0.491 -4.483 -1.444
C -1.162 -3.523 -2.415
Cl 1.180 -4.863 -2.008
P 0.699 -0.652 2.410
O 0.910 0.803 1.689
O 2.278 -0.949 2.695
S -0.273 -0.317 4.096
O -1.463 -2.376 1.763
C -2.400 -1.461 1.293
C -1.911 -0.919 -0.068
C -1.906 0.612 -0.148
C -2.118 1.136 -1.537
N -1.289 1.087 -2.494
O -0.588 -1.383 -0.238
H 4.100 -1.207 -2.715
H 4.819 0.379 -2.447
H 3.911 0.071 -3.920
H 1.816 0.015 -2.799
H 1.613 2.267 -2.082
H 3.134 2.218 -1.192
H 3.145 2.329 -2.950
H 1.604 0.303 -0.320
H 4.355 0.624 -0.261
H 3.398 0.171 1.148
H 4.197 -1.069 0.209
H 2.817 -2.296 -1.322
H 1.188 -1.740 -1.668
H 0.541 -3.197 1.993
H -1.675 -4.044 0.183
H -0.989 -5.449 -1.519
H -2.192 -3.348 -2.094
H -0.662 -2.561 -2.467
H -1.182 -3.972 -3.408
H 0.802 1.457 2.399
H 2.430 -1.907 2.692
H -2.510 -0.651 2.027
H -3.378 -1.941 1.181
H -2.523 -1.331 -0.877
H -2.654 1.020 0.533
H -0.920 0.920 0.203
H -3.091 1.587 -1.750
H -0.422 0.645 -2.167
C -3.527 4.457 1.006
O -3.783 3.521 0.275
N -2.709 4.389 2.075
C -2.442 5.533 2.912
C -2.078 3.113 2.382
H -3.952 5.465 0.852
H -1.379 5.784 2.916
H -2.754 5.353 3.944
H -2.996 6.391 2.531
H -1.455 2.784 1.550
H -2.825 2.341 2.564
H -1.464 3.224 3.273